{"formula": "C43H83BBrFO5P", "method": "wB97M-V/def2-TZVPD", "elements": ["C", "C", "C", "C", "C", "C", "C", "C", "P", "Br", "C", "C", "F", "C", "C", "C", "C", "C", "C", "C", "C", "C", "C", "C", "C", "C", "C", "C", "B", "O", "C", "C", "H", "H", "H", "H", "H", "H", "H", "H", "H", "H", "H", "H", "H", "H", "H", "H", "H", "H", "H", "H", "H", "H", "H", "H", "H", "H", "H", "H", "H", "H", "H", "H", "H", "H", "H", "H", "H", "H", "H", "H", "H", "H", "H", "H", "H", "H", "H", "H", "H", "H", "H", "C", "C", "C", "O", "C", "H", "H", "H", "H", "H", "H", "H", "H", "C", "C", "C", "O", "C", "H", "H", "H", "H", "H", "H", "H", "H", "C", "C", "C", "O", "C", "H", "H", "H", "H", "H", "H", "H", "H", "C", "C", "C", "O", "C", "H", "H", "H", "H", "H", "H", "H", "H"], "xyz": [[-2.43175, -2.00843, -6.66745], [-1.29142, -2.50210, -7.57938], [-0.33473, -3.51946, -6.90004], [1.15940, -3.23971, -7.21425], [2.05046, -3.01489, -5.93995], [1.94823, -1.54909, -5.53144], [2.76915, -1.16297, -4.25124], [2.52035, -1.92010, -2.93279], [1.78481, -1.14088, -1.33006], [0.82706, -0.19046, 0.76461], [1.49855, -2.86547, -0.45443], [2.33141, -4.07952, -0.82551], [1.65393, -4.90333, -1.76162], [3.60631, -0.99494, -0.66228], [3.96008, -0.19109, 0.60041], [3.94693, -0.98515, 1.91713], [4.27089, -0.12033, 3.14110], [3.17692, 0.92073, 3.49143], [2.42280, 0.64378, 4.79318], [1.81865, -0.78808, 4.88967], [1.95295, 0.73091, -1.91318], [0.74776, 1.37896, -2.53843], [0.43516, 1.41268, -3.88871], [-0.67035, 2.05777, -4.38418], [-1.52173, 2.74682, -3.54662], [-1.22648, 2.75433, -2.19720], [-2.08660, 3.52261, -1.20430], [-0.12226, 2.08986, -1.72815], [-0.11002, -1.30657, -1.95545], [-1.18982, -0.88970, -1.16224], [-0.60171, -1.94835, -3.32845], [-1.96767, -2.70336, -3.10118], [-2.81370, -2.86955, -6.11487], [-3.27947, -1.62343, -7.24899], [-2.13050, -1.18158, -6.02083], [-1.76631, -2.97375, -8.44859], [-0.75668, -1.62278, -7.95521], [-0.57986, -4.49148, -7.35059], [-0.52986, -3.63268, -5.83028], [1.18469, -2.28329, -7.74994], [1.60092, -4.00730, -7.85652], [1.63763, -3.69073, -5.18191], [3.07102, -3.31549, -6.19485], [2.47399, -0.98847, -6.32337], [0.92828, -1.15206, -5.53197], [3.78044, -1.44279, -4.59655], [2.79379, -0.07243, -4.27925], [1.99866, -2.84792, -3.19594], [3.49893, -2.30400, -2.62320], [0.43787, -3.15876, -0.53469], [1.62968, -2.69742, 0.61835], [2.43820, -4.72731, 0.05901], [3.34441, -3.92118, -1.20136], [4.06540, -1.98393, -0.50176], [4.21153, -0.57104, -1.47479], [3.55925, 0.81873, 0.70288], [5.05093, 0.00244, 0.49209], [4.71824, -1.76744, 1.83833], [2.99888, -1.51022, 2.07240], [5.25103, 0.36139, 3.04218], [4.35773, -0.80676, 3.99788], [2.48888, 1.08999, 2.65803], [3.70155, 1.87970, 3.63041], [1.59402, 1.35934, 4.84653], [3.04086, 0.81989, 5.67810], [0.82983, -0.71166, 5.35382], [2.43139, -1.43764, 5.52082], [1.70819, -1.18651, 3.87819], [2.89384, 0.96391, -2.42821], [2.07670, 1.30135, -0.98648], [1.07099, 0.91499, -4.61521], [-0.86919, 2.05059, -5.45331], [-2.37732, 3.26482, -3.97159], [-1.42368, 4.23039, -0.67221], [-2.49782, 2.83584, -0.45952], [-2.83558, 4.09044, -1.76062], [0.06972, 2.13388, -0.65846], [-1.72982, -0.34991, -1.76123], [-0.83757, -1.15668, -4.05525], [0.03296, -2.67625, -3.83438], [-2.81277, -2.02329, -2.98768], [-2.12905, -3.49185, -3.84017], [-1.86868, -3.21877, -2.13663], [-6.47582, -6.20138, -7.35598], [-5.04870, -6.71355, -7.21480], [-4.25689, -5.41533, -7.17024], [-5.10967, -4.43518, -6.56827], [-6.44152, -4.94797, -6.49470], [-7.23426, -6.91567, -7.03676], [-6.67430, -5.93548, -8.39755], [-4.93747, -7.25292, -6.27103], [-4.73648, -7.37443, -8.02273], [-4.00290, -5.06965, -8.17863], [-3.33586, -5.50326, -6.59235], [-6.65846, -5.18157, -5.44652], [-7.14390, -4.18435, -6.83218], [2.33380, 2.00187, 9.86510], [1.76185, 3.38762, 9.60090], [2.19831, 3.63787, 8.16528], [2.24645, 2.36021, 7.52566], [2.14786, 1.33001, 8.51267], [1.83924, 1.46742, 10.67558], [3.39792, 2.07738, 10.10548], [0.67173, 3.35647, 9.65816], [2.11868, 4.15029, 10.29353], [3.20089, 4.07899, 8.12275], [1.51033, 4.28941, 7.62345], [1.15469, 0.87517, 8.43034], [2.89761, 0.56272, 8.31376], [-0.28221, 5.54647, 3.29032], [-0.89722, 6.91659, 3.04143], [-0.46424, 7.19641, 1.61021], [-0.37045, 5.93182, 0.94920], [-0.44093, 4.88642, 1.93097], [-0.76227, 4.98752, 4.09269], [0.77776, 5.65116, 3.53480], [-1.98711, 6.85068, 3.09631], [-0.56705, 7.68237, 3.74332], [0.52387, 7.66963, 1.58046], [-1.17036, 7.83317, 1.07415], [-1.41897, 4.40308, 1.83734], [0.33268, 4.14486, 1.73099], [-3.15643, 2.02757, 7.60368], [-3.40412, 3.48950, 7.95049], [-2.77851, 3.59250, 9.33382], [-1.70164, 2.65146, 9.36863], [-1.78917, 1.78936, 8.22386], [-3.17899, 1.81825, 6.53548], [-3.90507, 1.39762, 8.09090], [-2.86905, 4.13331, 7.24806], [-4.45584, 3.77323, 7.93836], [-3.49529, 3.31878, 10.11615], [-2.39488, 4.59126, 9.54917], [-0.98585, 2.06155, 7.53064], [-1.64160, 0.75492, 8.53611]], "forces_ev_per_a": [[-0.1551, -0.1915, -0.5209], [-0.5607, 0.2589, 0.3744], [0.1301, -0.1665, -1.0816], [0.2015, 0.5502, 0.8248], [-1.4996, -0.3264, -0.9215], [1.1138, 0.3756, 0.4451], [0.2709, -0.5313, -1.4382], [0.1631, -0.3147, -0.1427], [0.4761, -0.7177, -1.9764], [-0.4548, 0.5319, 1.6218], [0.5125, -0.2703, 0.0675], [-0.3719, -0.8003, 0.7235], [0.1964, 0.2617, -0.1880], [0.0328, 0.4901, 0.8402], [1.7222, -0.2990, 0.2155], [-0.0400, 0.0880, -0.0694], [-0.6092, -0.4578, 0.3250], [0.9640, 0.5706, 0.2346], [-0.5500, -0.4746, -0.1442], [0.0374, 0.8158, -0.0453], [0.0834, 1.0659, 0.4233], [0.4557, 0.1687, 0.0265], [0.7840, -0.8463, -0.8265], [-0.3713, 0.2582, -0.6134], [-0.1569, -0.0467, -0.2823], [-1.0203, 0.6816, 0.4844], [0.9996, 0.1189, -0.2768], [0.2197, -0.0829, 0.8972], [-0.3657, 0.4215, 0.2356], [0.5810, 0.5134, -0.6935], [-1.4043, -0.6417, -0.4051], [1.0510, -0.2036, 0.8656], [-0.0560, 0.3342, 0.3258], [0.1729, -0.0948, -0.0577], [0.1335, -0.3705, 0.2714], [0.2165, 0.0463, 0.0035], [0.1298, -0.2099, 0.0214], [0.0068, 0.0029, 0.3121], [0.0968, 0.3362, -0.0279], [0.1974, -0.2816, -0.2843], [-0.1594, 0.0184, 0.0562], [0.4370, 0.0753, 0.1522], [0.0475, 0.1995, 0.3808], [-0.2896, -0.0250, -0.0240], [-0.0736, -0.4206, 0.1699], [-0.0068, 0.1528, 0.3093], [-0.0864, -0.0774, 0.7580], [-0.2245, 0.2407, 0.2152], [-0.0941, 0.1504, -0.0294], [0.1431, 0.0223, -0.1147], [0.1056, 0.0775, -0.1399], [0.0202, 0.0656, -0.1310], [-0.2282, 0.3086, -0.2007], [-0.4020, -0.0329, -0.0639], [-0.4161, 0.0304, -0.1146], [-0.5836, -0.3129, -0.1523], [-0.2078, 0.1777, -0.0889], [-0.1189, 0.0568, -0.0518], [0.0056, 0.2180, -0.0410], [-0.1153, -0.0346, -0.1901], [0.1377, 0.1504, -0.0679], [-0.0190, -0.3613, 0.1108], [-0.2315, -0.0188, -0.0335], [0.1716, 0.0063, 0.1150], [0.0833, 0.1367, -0.2146], [0.0706, -0.2371, -0.0880], [-0.0212, -0.1035, -0.2726], [-0.1120, -0.2313, 0.2267], [-0.3103, -0.4108, -0.4696], [0.0775, -0.3583, 0.0660], [0.0183, -0.0052, 0.1853], [0.0843, -0.0560, 0.0728], [-0.0009, 0.0182, 0.2470], [-0.4700, -0.1624, -0.1593], [-0.2757, 0.1851, -0.1403], [-0.2121, -0.1124, 0.3837], [0.0655, -0.1175, -0.1095], [-0.4245, -0.3619, 0.2522], [0.4374, 0.0548, 0.0690], [0.3732, 0.3554, 0.1629], [-0.0552, -0.1611, -0.3240], [-0.2632, 0.3481, -0.1940], [-0.2622, -0.0417, -0.1376], [-0.0515, 0.0251, -0.1836], [0.0141, -0.0948, 0.1545], [0.0470, 0.1757, -0.1215], [-0.0675, -0.2239, -0.1033], [0.0565, 0.0313, 0.2231], [0.0095, 0.0141, 0.0240], [-0.0173, -0.0041, 0.0150], [0.0155, 0.0013, -0.0158], [0.0090, 0.0307, -0.0094], [0.0659, -0.0690, -0.0114], [-0.0204, 0.0985, 0.0346], [-0.0927, -0.0190, -0.0212], [0.0595, 0.0560, 0.0167], [0.2032, 0.0223, 0.0351], [-0.2596, 0.0769, 0.0624], [0.1987, -0.0261, -0.0365], [-0.0403, 0.1251, 0.2557], [-0.1739, -0.0534, -0.0977], [-0.0382, 0.0070, -0.0299], [-0.0072, -0.0397, -0.0058], [0.0012, -0.0114, 0.0089], [0.0472, -0.0055, -0.0286], [-0.0269, 0.0743, 0.0197], [0.0081, -0.0529, -0.0679], [0.0280, -0.0756, 0.0674], [-0.0026, 0.0299, -0.0974], [0.2002, 0.0677, 0.0280], [-0.1928, 0.0122, 0.0411], [0.1783, -0.0100, -0.1692], [-0.0208, 0.1215, 0.3772], [-0.1402, -0.2107, -0.1485], [-0.0093, -0.0250, -0.0348], [-0.0138, -0.0251, 0.0135], [0.0095, 0.0201, -0.0001], [0.0199, 0.0071, -0.0279], [-0.0325, 0.0855, 0.0432], [0.0200, -0.0346, -0.0639], [0.0363, -0.0792, 0.0592], [-0.0285, 0.0140, -0.1034], [-0.1378, -0.1107, 0.0879], [0.0935, 0.1190, -0.1115], [-0.0419, -0.0883, 0.1450], [-0.1554, 0.0013, -0.1194], [0.2316, 0.0778, -0.1080], [0.0382, 0.0093, 0.0072], [0.0119, -0.0083, -0.0197], [-0.0175, 0.0091, 0.0135], [0.0049, -0.0126, 0.0238], [-0.0529, 0.0738, -0.0176], [0.0658, -0.0372, 0.0386], [-0.0122, -0.0738, -0.0438], [0.0332, 0.0352, 0.0792]], "lowdin_charge": [-0.104, -0.250, -0.196, -0.198, -0.202, -0.230, -0.217, -0.271, 0.582, 0.447, -0.313, -0.247, -0.105, -0.305, -0.308, -0.260, -0.210, -0.231, -0.262, -0.099, -0.282, -0.262, -0.065, -0.102, -0.073, -0.280, -0.038, -0.043, -0.581, -0.031, -0.153, -0.106, 0.049, 0.068, 0.061, 0.091, 0.093, 0.096, 0.089, 0.086, 0.096, 0.097, 0.108, 0.110, 0.088, 0.101, 0.071, 0.055, 0.058, 0.084, 0.024, 0.103, 0.090, 0.070, 0.072, 0.076, 0.104, 0.106, 0.057, 0.100, 0.099, 0.043, 0.100, 0.094, 0.081, 0.058, 0.060, 0.049, 0.080, 0.029, 0.090, 0.099, 0.101, 0.064, 0.082, 0.068, 0.081, 0.096, 0.079, 0.061, 0.068, 0.050, 0.066, -0.178, -0.173, -0.208, -0.145, -0.207, 0.109, 0.111, 0.114, 0.110, 0.118, 0.116, 0.118, 0.115, -0.165, -0.170, -0.199, -0.156, -0.203, 0.112, 0.111, 0.094, 0.110, 0.115, 0.115, 0.108, 0.117, -0.172, -0.179, -0.211, -0.149, -0.202, 0.108, 0.115, 0.111, 0.107, 0.115, 0.114, 0.115, 0.124, -0.167, -0.172, -0.207, -0.160, -0.201, 0.116, 0.113, 0.112, 0.110, 0.115, 0.115, 0.118, 0.118], "homo_lumo_gap_ev": 5.72, "total_energy_ha": -5104.43169, "charge": -1, "mol_weight_da": 820.8, "lumo_energy_ev": 2.07}